[1]
This record from the Open Molecules 2025 dataset describes a cluster of 14 separate species, C5H37NO15 in total in a non-equilibrium geometry. The level of theory is ωB97M-V with the def2-TZVPD basis set.

Geometry (Å):
O -0.362549 1.477783 -1.704046
C -0.180078 2.458165 -0.700550
C -1.022866 2.280778 0.566028
C -0.841431 1.038478 1.399719
C -1.392220 -0.219039 0.796307
C -0.140962 -2.087949 0.088375
N -0.632429 -1.433817 1.059281
H -0.328077 3.397412 -1.257650
H -2.086589 2.401295 0.277263
H -0.818132 3.097643 1.283153
H -1.214600 1.115907 2.416889
H 0.263108 0.937993 1.365745
H -2.436288 -0.396001 1.049195
H -1.547082 -0.032801 -0.287538
H -0.090482 -1.849365 -1.000273
H 0.333181 -3.058087 0.336003
H 3.067666 3.093901 -1.416530
H -0.835889 0.660509 -1.412459
O 3.874982 3.088423 -0.924497
H 1.062551 3.844042 2.920234
H -0.419521 3.790666 2.756949
O 0.298731 4.398085 2.876476
H 3.088940 2.579108 2.701681
H 3.287257 2.553336 1.134905
O 2.640002 2.405704 1.864282
H -3.699756 -1.543960 -3.155913
H -2.786224 -2.337967 -3.942782
O -3.194139 -2.342504 -3.058287
H 3.348579 -2.458995 1.616270
H 3.692956 -2.470252 0.165389
O 3.372365 -3.023382 0.858973
H -1.886499 -2.172080 2.613624
H -1.686134 -3.569382 3.084005
O -1.986099 -2.707460 3.392928
H 1.876330 -0.451696 2.894330
H 2.935922 -1.053386 3.804670
O 2.772568 -0.319863 3.171116
H 4.285144 2.275262 -0.722473
H 1.389617 2.403206 0.464825
O 1.220107 2.298521 -0.478974
H 2.517089 0.180676 -1.716084
H 0.998115 0.337823 -1.855697
O 1.681188 -0.320999 -1.709213
H -0.613373 -0.513137 -5.411432
H 0.190573 0.889790 -5.080154
O -0.658156 0.471913 -5.301369
H -4.378157 0.825519 -3.123677
H -3.474283 0.385122 -4.192221
O -3.489708 0.455460 -3.207040
H -4.806518 -1.365234 -0.795274
H -4.432064 -2.497047 0.160018
O -4.506524 -1.530447 0.120273
H 0.056589 -1.420638 4.347123
H 0.543516 -2.645586 3.668660
O 0.880679 -1.871336 4.207719
H 2.435229 -3.543781 -1.772164
H 1.767892 -2.506940 -2.577629
O 2.065954 -3.399390 -2.658480

Forces on atoms 1 to 3 (eV/Å):
-1.664 -1.005 -0.578
1.350 -1.187 -0.649
-1.584 1.251 0.230

The HOMO energy comes out at -10.1 eV. For the LUMO energy, the calculation gives -0.16 eV. The electronic energy is -1395.9727 Ha.

[2]
This record from the Open Molecules 2025 dataset describes the molecule C7H14ClNO in a non-equilibrium geometry. The level of theory is ωB97M-V with the def2-TZVPD basis set.

Geometry (Å):
C -1.164937 1.347901 1.615218
C -0.911258 0.828448 0.172521
C -2.318344 0.716718 -0.464975
C -0.106367 -0.408295 -0.206963
C 0.084359 -0.716860 -1.717925
Cl -0.754287 -1.763663 0.590819
C 1.528340 -0.374678 0.474556
C 2.298802 -1.687811 0.209683
N 2.149546 0.703304 -0.183494
O 2.093422 1.814247 0.364829
H -1.440459 0.497263 2.310405
H -1.982574 1.966389 1.638617
H -0.255167 1.898965 1.839756
H -0.354365 1.702431 -0.446723
H -2.927168 0.000706 0.097082
H -2.149457 0.326156 -1.422500
H -2.778809 1.719070 -0.707882
H 0.146436 0.197636 -2.221351
H -0.843442 -1.250003 -1.897903
H 1.093726 -1.215977 -1.997824
H 1.111223 -0.111858 1.538031
H 1.699779 -2.422161 -0.215814
H 3.079810 -1.558913 -0.424368
H 2.701180 -2.209015 1.056215

Forces on atoms 1 to 3 (eV/Å):
2.783 -3.042 -0.219
-0.432 3.016 -2.134
0.428 0.885 -0.112

The HOMO energy (alpha / beta) comes out at -9.2 / -9.2 eV. The structure (SMILES) is CC(C)[C@](C)(Cl)[C@@H](C)N=O. For the LUMO energy (alpha / beta), the calculation gives -0.25 / -0.25 eV. The electronic energy is -865.1540 Ha.

[3]
This record from the Open Molecules 2025 dataset describes the molecule C2H7N2OP in a non-equilibrium geometry. The level of theory is ωB97M-V with the def2-TZVPD basis set.

Geometry (Å):
C 2.190419 0.353825 0.209014
N 1.359273 -0.311291 -0.516982
P -0.324223 -0.834559 0.003025
C -1.133964 0.533629 1.001782
N -1.176075 -0.692663 -1.397778
O -0.345252 -2.180499 0.589699
H 3.197608 0.549847 -0.316893
H 2.055233 0.950401 1.055475
H -2.116975 0.225972 1.135510
H -0.509373 0.769014 1.760628
H -1.250527 1.539370 0.343533
H -1.106297 0.301462 -1.696390
H -0.839845 -1.204508 -2.170617

Forces on atoms 1 to 3 (eV/Å):
0.650 -0.715 -4.430
-0.769 -0.179 2.217
1.259 1.480 0.319

The HOMO energy comes out at -9.7 eV. The structure (SMILES) is C=N[P@@](C)(N)=O. For the LUMO energy, the calculation gives 0.70 eV. The electronic energy is -606.5171 Ha.

[4]
This record from the Open Molecules 2025 dataset describes a cluster of 8 separate species, C30H73N4O12S in total in a non-equilibrium geometry. The level of theory is ωB97M-V with the def2-TZVPD basis set.

Geometry (Å):
C -3.529614 1.624448 0.658776
N -2.442820 1.481476 1.690129
C -1.309626 0.824034 1.403366
N -0.931909 0.159452 0.165987
C 0.400814 -0.399936 0.306134
C 1.271177 -1.232370 -0.711708
C 2.129300 -2.388130 -0.003148
O 2.643019 -2.259881 1.140163
O 2.393310 -3.627988 -0.657547
N 0.724344 0.006276 1.632787
N -0.214040 0.687666 2.334151
C -0.122129 1.179934 3.749195
C 0.631991 0.126580 4.716658
C -0.327847 -0.590787 5.775976
C -1.338606 -1.664121 5.153502
S -0.600128 -2.772844 3.876474
O -0.974853 -2.248701 2.519775
O 0.853035 -3.071903 4.068995
O -1.411045 -4.248050 4.045848
H -3.990314 0.597815 0.498121
H -4.297671 2.415780 0.967549
H -3.056019 2.017030 -0.308552
H -2.623554 1.947904 2.592329
H 0.524890 -1.785523 -1.398172
H 1.942632 -0.613142 -1.393547
H 2.454234 -4.334730 0.032500
H 1.648041 -0.227390 2.018337
H 0.566517 2.106599 3.700297
H -1.112035 1.552075 4.167209
H 1.261628 -0.579178 4.083526
H 1.384104 0.747514 5.333300
H -0.986681 0.242532 6.230154
H 0.285291 -0.993139 6.664020
H -2.322498 -1.199964 4.773974
H -1.663150 -2.347795 6.026165
H -1.470059 -4.601727 3.122916
C -2.922933 3.835292 -2.690902
C -3.929437 4.842932 -2.156773
C -3.756407 6.200126 -2.819001
O -3.763456 4.980251 -0.743700
H -1.897913 4.162009 -2.487104
H -3.049854 2.867296 -2.199495
H -3.036780 3.696986 -3.768680
H -4.944523 4.475536 -2.330311
H -2.760545 6.608296 -2.619352
H -4.477333 6.916963 -2.418904
H -3.894790 6.131949 -3.900770
H -2.868300 5.305705 -0.579976
C 1.063387 -5.850123 -4.472634
C 0.066285 -4.832561 -3.941518
C 0.247978 -3.478984 -4.610002
O 0.237160 -4.691752 -2.531679
H 2.091262 -5.530491 -4.272352
H 0.929327 -6.814521 -3.975487
H 0.946332 -5.992674 -5.549715
H -0.952013 -5.192908 -4.111149
H 1.247132 -3.077760 -4.415045
H -0.467758 -2.754312 -4.210469
H 0.106615 -3.550374 -5.690871
H 1.136689 -4.372880 -2.371019
C -5.789337 11.059409 -0.167948
C -5.396295 10.568011 -1.552207
C -6.612005 10.110823 -2.343035
O -4.476136 9.484564 -1.427824
H -6.263369 10.259480 0.410121
H -4.905330 11.373915 0.392998
H -6.482209 11.902199 -0.230039
H -4.884747 11.367667 -2.094394
H -7.114353 9.278178 -1.839834
H -6.313639 9.749970 -3.330991
H -7.329450 10.925226 -2.470298
H -4.918973 8.771387 -0.949197
C 7.314476 -3.444970 2.563133
C 6.578087 -2.746048 3.695090
C 5.220757 -3.382189 3.948715
O 6.402185 -1.368468 3.367295
H 6.749391 -3.374508 1.627826
H 8.282742 -2.970192 2.384265
H 7.479660 -4.500758 2.791951
H 7.180210 -2.788922 4.606528
H 4.583546 -3.309305 3.061168
H 4.698269 -2.862769 4.756527
H 5.322629 -4.436190 4.219269
H 5.870619 -1.320756 2.561960
C -3.414958 -8.066683 1.945216
C -3.516887 -6.927010 2.946290
C -4.938510 -6.767010 3.460515
O -3.096659 -5.710256 2.325554
H -4.049888 -7.878479 1.073489
H -2.390624 -8.162696 1.575551
H -3.714332 -9.015768 2.396024
H -2.841421 -7.113639 3.785553
H -5.626062 -6.533874 2.641089
H -4.998978 -5.937461 4.170097
H -5.283335 -7.677239 3.956626
H -3.687454 -5.535234 1.581425
C 2.634594 3.669026 -0.210279
C 3.027862 3.834504 1.249085
C 4.059121 2.797599 1.665664
O 1.867185 3.706588 2.070636
H 2.185809 2.684721 -0.384499
H 1.884969 4.412854 -0.492696
H 3.500627 3.778576 -0.867420
H 3.430273 4.837843 1.409672
H 3.659369 1.783222 1.555719
H 4.323831 2.920914 2.719059
H 4.967924 2.880951 1.065066
H 1.504184 2.821590 1.934596
C 4.624343 -0.705404 -6.803847
C 4.186056 -1.909046 -5.984371
C 5.035249 -3.130932 -6.297843
O 2.816614 -2.198972 -6.261487
H 4.516101 -0.902421 -7.875065
H 3.998658 0.161971 -6.576996
H 5.666665 -0.447492 -6.600487
H 4.259065 -1.674324 -4.918503
H 4.941115 -3.411502 -7.351628
H 4.702167 -3.990877 -5.710483
H 6.089822 -2.945596 -6.079254
H 2.740923 -2.408014 -7.201874

Forces on atoms 1 to 3 (eV/Å):
0.073 0.163 -0.841
-0.552 0.184 -0.578
3.803 -1.987 -0.600

The net charge is +1. The HOMO energy comes out at -11.5 eV. For the LUMO energy, the calculation gives -2.67 eV. The electronic energy is -2706.5897 Ha.